A molecular structure, C51H77CsN4O2S at a distorted geometry. Source: the Open Molecules 2025 dataset; level of theory: ωB97M-V/def2-TZVPD.

Atoms and positions in Å:
Cs1 -0.54774 0.54042 0.09957
C1 -3.18352 -1.57378 -1.47462
N1 -2.00326 -2.20320 -0.92152
C2 -2.28373 -2.86664 0.33513
C3 -1.35704 -3.10794 -1.85915
C4 -0.58323 -2.38949 -2.96175
N2 0.42221 -1.46857 -2.45546
C5 0.70523 -0.32063 -3.34028
C6 -0.46092 0.28948 -4.06258
C7 -0.64860 -0.01655 -5.40633
C8 -1.70479 0.49117 -6.14483
C9 -2.58233 1.34262 -5.46382
C10 -2.44601 1.69516 -4.13176
C11 -1.34343 1.16331 -3.37502
O1 -1.14634 1.43870 -2.12955
C12 -3.42783 2.65607 -3.45878
C13 -4.55158 3.10279 -4.39631
C14 -2.66944 3.91362 -3.01244
C15 -4.08492 1.97540 -2.24799
C16 -1.95666 0.15476 -7.61249
C17 -3.32070 -0.53365 -7.76054
C18 -0.89242 -0.78451 -8.17964
C19 -1.95674 1.43695 -8.45561
C20 1.71645 -2.09222 -2.14405
C21 1.69097 -3.39549 -1.39627
C22 1.75733 -4.57918 -2.10888
C23 1.68180 -5.82777 -1.49872
C24 1.58180 -5.83072 -0.10721
C25 1.55399 -4.67574 0.67002
C26 1.57918 -3.39938 0.02580
O2 1.50221 -2.29456 0.68409
C27 1.54683 -4.74638 2.20040
C28 2.83470 -4.10833 2.74210
C29 0.33715 -4.00737 2.78734
C30 1.49179 -6.18756 2.71705
C31 1.69415 -7.09481 -2.35264
C32 1.61227 -8.36564 -1.50693
C33 0.49366 -7.08239 -3.30887
C34 2.98403 -7.15924 -3.18125
H1 -3.95390 -2.31693 -1.75816
H2 -2.93359 -0.97842 -2.35355
H3 -3.62406 -0.89834 -0.73764
H4 -3.00171 -3.70157 0.22232
H5 -2.70494 -2.15702 1.05190
H6 -1.35569 -3.25838 0.74757
H7 -2.10878 -3.76751 -2.33963
H8 -0.69071 -3.75624 -1.29193
H9 -1.28474 -1.81648 -3.56787
H10 -0.15332 -3.15271 -3.63464
H11 1.44018 -0.62507 -4.10930
H12 1.19574 0.44186 -2.72268
H13 0.06934 -0.68879 -5.86472
H14 -3.41534 1.75849 -6.01762
H15 -4.17220 3.65692 -5.25866
H16 -5.22642 3.76416 -3.84623
H17 -5.13750 2.25662 -4.76328
H18 -2.25361 4.42312 -3.88642
H19 -1.85610 3.65616 -2.33762
H20 -3.34413 4.60415 -2.49770
H21 -4.66252 1.10555 -2.57403
H22 -4.76092 2.66757 -1.73825
H23 -3.32244 1.65170 -1.54452
H24 -3.34212 -1.46234 -7.18722
H25 -3.52688 -0.76750 -8.81016
H26 -4.12648 0.10108 -7.38931
H27 -0.86909 -1.73488 -7.64390
H28 0.10426 -0.34304 -8.12328
H29 -1.11051 -0.99489 -9.23059
H30 -2.72249 2.13505 -8.11400
H31 -2.14932 1.21004 -9.50928
H32 -0.99148 1.94148 -8.38010
H33 2.28900 -1.35178 -1.57668
H34 2.26200 -2.26346 -3.09264
H35 1.85349 -4.50907 -3.19014
H36 1.54229 -6.78378 0.39927
H37 2.87100 -3.04259 2.52794
H38 3.71088 -4.58760 2.29684
H39 2.89071 -4.23476 3.82806
H40 0.30757 -2.97627 2.44269
H41 0.39736 -4.01230 3.87992
H42 -0.59094 -4.51016 2.50050
H43 2.36950 -6.76773 2.42078
H44 0.60072 -6.71466 2.36797
H45 1.46025 -6.16421 3.80931
H46 0.69118 -8.40045 -0.92264
H47 2.45242 -8.44103 -0.81424
H48 1.63145 -9.24247 -2.16075
H49 -0.44062 -7.03451 -2.74622
H50 0.48090 -7.98241 -3.93240
H51 0.52331 -6.21400 -3.96838
H52 3.85603 -7.18448 -2.52467
H53 3.08224 -6.28839 -3.83032
H54 2.99605 -8.05483 -3.81110
C35 -0.79504 2.44905 3.36141
C36 -0.98650 3.44656 2.37950
C37 -2.24984 3.23264 1.78164
C38 -2.83197 2.10126 2.39329
C39 -1.93286 1.62084 3.37045
C40 -2.14117 0.42395 4.25170
C41 -4.16979 1.50877 2.05578
C42 -2.89404 4.07213 0.71601
C43 -0.00299 4.53215 2.04338
C44 0.41836 2.28556 4.23136
H55 -1.69112 -0.50046 3.86334
H56 -3.20622 0.21227 4.39485
H57 -1.70708 0.57288 5.24647
H58 -4.11000 0.55790 1.50476
H59 -4.75252 2.18618 1.42478
H60 -4.77655 1.29972 2.94594
H61 -2.93695 3.58841 -0.26234
H62 -2.35458 5.01162 0.56735
H63 -3.92687 4.34307 0.97140
H64 0.88227 4.17491 1.49947
H65 0.37787 5.04026 2.93795
H66 -0.45694 5.30299 1.41520
H67 1.06402 1.44775 3.94230
H68 0.15471 2.11883 5.28326
H69 1.04534 3.18271 4.20268
N3 3.70861 -0.85727 0.83062
C45 4.09717 -0.07442 1.84598
S1 3.56161 -0.27756 3.41250
N4 5.04758 0.85876 1.46973
C46 5.54458 1.97154 2.15948
C47 6.79674 2.45167 1.77342
C48 7.33816 3.57957 2.36672
C49 6.64006 4.24637 3.36416
C50 5.39014 3.77206 3.73694
C51 4.83171 2.64888 3.14528
H70 2.86877 -1.47866 0.90116
H71 3.90884 -0.54093 -0.10654
H72 5.47856 0.69959 0.57207
H73 7.34900 1.92709 1.00124
H74 8.31196 3.93138 2.04776
H75 7.05903 5.12514 3.83670
H76 4.81756 4.28930 4.49671
H77 3.85125 2.30140 3.43353

Values from the calculation:
HOMO energy, hartree: -0.0364
Maximum force, eV Å⁻¹: 2.0
Gap between HOMO and LUMO, Ha: 0.168
Multiplicity: 1
ΔE to the lowest compared entry with this formula, charge and spin, kcal per mole: 18.6
Net charge: -2